Entry 1:
Density functional theory data (ωB97M-V/def2-TZVPD) for a cluster of 2 separate species, C14H16 in total in a non-equilibrium geometry.

Values from the calculation:
energy relative to the best compared isomer or geometry (same formula, charge and spin): 10.9 kcal/mol
Kohn-Sham gap: 9.82 eV
highest occupied orbital energy: -8.91 eV
maximum force: 0.0428 hartree/bohr
molecular weight: 184.3 g/mol
spin multiplicity: 1

```
30
Properties=species:S:1:pos:R:3:forces:R:3
C -3.464978 0.140141 1.560511 -0.966 -0.941 -0.448
C -0.485053 2.378053 1.072680 -0.197 1.229 -1.816
C -1.292743 1.334954 1.387037 -0.929 -1.175 0.833
C -1.051632 3.436588 0.322659 1.071 -0.246 1.253
C -2.692190 1.340834 1.158765 1.160 0.537 -0.383
C -2.392010 3.477385 0.072413 -0.911 0.037 0.030
C -3.234649 2.431616 0.495563 0.470 -0.360 -0.281
H 0.588891 2.425307 1.177678 0.031 -0.451 0.416
H -0.907008 0.423782 1.835263 0.213 0.182 0.139
H -0.368440 4.231903 0.056900 -0.275 0.214 -0.258
H -2.800828 4.356317 -0.411425 -0.125 -0.171 -0.191
H -3.680232 -0.550440 0.731592 0.372 0.263 -0.217
H -4.478777 0.342275 1.914293 0.226 0.319 0.380
H -4.271123 2.360891 0.188197 -0.112 0.437 0.190
H -2.925935 -0.473046 2.274523 -0.019 0.119 0.340
C 1.835835 -3.579280 -2.226060 -0.579 -0.199 -0.440
C 1.705893 -1.194498 0.676535 0.123 0.296 1.233
C 2.579972 -0.172302 0.314708 0.329 -0.348 -0.872
C 1.514279 -2.309203 -0.097108 0.406 -0.255 -1.120
C 2.167437 -2.428098 -1.339035 -0.221 0.381 1.111
C 3.276171 -0.312492 -0.882867 -0.546 0.317 -0.208
C 3.045611 -1.409480 -1.698260 -0.119 -0.897 -0.311
H 1.213113 -1.174052 1.643172 -0.081 0.249 -0.056
H 2.745246 0.728174 0.884553 -0.193 -0.069 0.349
H 0.850448 -3.107294 0.210806 -0.089 0.089 0.131
H 3.885590 0.492981 -1.273343 0.220 -0.045 0.242
H 2.118707 -3.358491 -3.255766 0.111 -0.220 0.013
H 0.751587 -3.735089 -2.217583 0.040 0.149 -0.115
H 3.541480 -1.544631 -2.652685 0.151 0.370 -0.017
H 2.225338 -4.552805 -1.923719 0.441 0.191 0.073
```
Forces are in eV/Å.

Atom charges from the natural (NBO) analysis, given in e for atoms 1 to 2:
1. C -0.635
2. C -0.209

***

Entry 2:
Density functional theory data (ωB97M-V/def2-TZVPD) for a cluster of 2 separate species, C14H16 in total in a non-equilibrium geometry.

Values from the calculation:
energy relative to the best compared isomer or geometry (same formula, charge and spin): 18.8 kcal/mol
Kohn-Sham gap: 9.83 eV
highest occupied orbital energy: -8.94 eV
maximum force: 0.0348 hartree/bohr
molecular weight: 184.3 g/mol
spin multiplicity: 1

```
30
Properties=species:S:1:pos:R:3:forces:R:3
C 0.583658 -0.818764 3.777984 -1.446 0.333 -0.999
C 1.145205 1.629824 3.966023 -0.733 -0.338 -0.891
C 0.964481 0.497618 3.147995 -0.121 -0.005 0.710
C 1.424483 2.845758 3.384918 0.550 0.809 0.539
C 1.688086 2.999395 2.019743 -0.107 -0.878 0.100
C 1.029259 0.662736 1.780359 0.795 0.600 0.021
C 1.410984 1.903317 1.232371 -0.231 -1.229 -0.479
H 0.932118 1.564508 5.024484 0.169 -0.010 0.072
H 1.454770 3.708063 4.043788 0.304 0.041 -0.096
H 0.266285 -1.510800 2.993806 0.682 -0.287 -0.023
H -0.385167 -0.685181 4.273101 0.340 0.119 0.575
H 2.206771 3.848267 1.601273 -0.514 0.419 0.062
H 0.976200 -0.183836 1.104687 -0.367 -0.027 0.103
H 1.465886 1.857964 0.149056 0.385 0.639 0.025
H 1.315000 -1.238030 4.443005 0.279 -0.202 0.246
C -2.314953 -2.392763 -1.480732 0.537 -0.009 -0.285
C -0.178518 0.081985 -4.257748 0.152 0.264 0.562
C -0.639887 0.628724 -3.054953 0.134 -0.112 -0.854
C -0.155893 -1.294037 -4.408474 -0.706 0.009 -0.191
C -1.157827 -0.213859 -2.090805 -0.176 -0.808 0.262
C -0.885588 -2.096228 -3.539962 0.795 0.122 0.798
C -1.424593 -1.560184 -2.365172 0.266 0.224 -0.620
H 0.253653 0.727541 -5.010893 0.025 -0.012 -0.001
H -0.617887 1.705875 -2.944656 0.203 -0.064 0.362
H 0.358756 -1.729571 -5.244362 0.066 -0.168 -0.285
H -1.258862 0.056268 -1.056340 -0.627 0.741 0.202
H -0.818382 -3.172395 -3.609175 -0.381 -0.158 -0.388
H -3.284705 -2.469035 -1.973147 -0.167 0.121 0.234
H -2.414461 -1.938228 -0.495491 -0.140 -0.168 0.009
H -1.938872 -3.414933 -1.410682 0.033 0.035 0.231
```
Forces are in eV/Å.

Atom charges from the natural (NBO) analysis, given in e for atoms 1 to 2:
1. C -0.638
2. C -0.227

***

Entry 3:
Density functional theory data (ωB97M-V/def2-TZVPD) for a structure of composition C14H16BN5O2OsS2 in a non-equilibrium geometry.

Values from the calculation:
Kohn-Sham gap (alpha / beta): 5.95 / 5.02 eV
highest occupied orbital energy (alpha / beta): -14.84 / -14.79 eV
maximum force: 0.0652 hartree/bohr
molecular weight: 551.5 g/mol
spin multiplicity: 1
net charge: +2

```
41
Properties=species:S:1:pos:R:3:forces:R:3
Os -0.055237 -0.045759 -1.452954 1.054 -0.383 2.626
O 0.442663 -3.926959 -2.391654 -0.439 0.480 0.176
C 0.495663 -2.741259 -2.247354 2.998 -0.825 -1.250
O -0.408937 -1.952259 -1.772154 -2.327 1.814 1.131
C 1.774763 -1.948159 -2.587854 -0.428 -0.977 0.052
C 2.909863 -2.568959 -3.070054 -0.122 0.445 0.028
C 4.038163 -1.786459 -3.289354 -0.229 -0.077 0.021
C 3.966263 -0.423459 -3.042154 -0.219 0.050 0.043
C 2.783963 0.119141 -2.565954 0.496 0.271 -0.105
N 1.706563 -0.632959 -2.330354 0.431 -0.081 -0.044
H 2.883863 -3.630459 -3.258354 -0.010 -0.101 0.028
H 4.948963 -2.240559 -3.645154 0.130 0.007 -0.059
H 4.812363 0.224141 -3.208954 0.054 0.042 -0.012
H 2.699963 1.177941 -2.357054 0.031 -0.051 -0.006
C 0.123863 4.946141 0.365146 0.538 0.879 -0.383
N -0.701437 3.830141 0.731946 -0.488 -0.868 0.140
C -1.623337 3.801741 1.728046 -0.062 -0.129 0.083
C -2.226537 2.578141 1.687746 0.048 0.050 -0.057
N -1.673637 1.857041 0.672546 0.357 0.745 -0.105
B -2.243137 0.505541 0.183846 1.029 -0.382 0.458
N -2.008637 -0.603859 1.222146 0.875 -0.297 0.156
C -2.994037 -1.222259 1.925646 -0.409 -0.919 0.668
C -2.436037 -2.226559 2.670046 -1.138 0.543 -0.072
N -1.104937 -2.215559 2.427046 0.127 0.915 -1.115
C -0.139737 -3.116659 2.992746 0.744 -0.472 0.498
C -0.847437 -1.222859 1.546446 -0.836 -0.119 0.291
S 0.713763 -0.795559 1.030446 0.008 1.231 -2.883
C -0.736037 2.639241 0.099346 -0.151 -0.051 0.015
S 0.324263 2.228841 -1.193054 -0.330 -1.860 -0.184
H 0.311663 5.571541 1.235346 0.002 -0.111 -0.013
H -0.372937 5.544341 -0.400954 -0.007 -0.036 0.079
H 1.068263 4.586041 -0.038054 0.001 0.076 0.131
H -1.785537 4.627341 2.388046 -0.022 0.246 0.138
H -3.009837 2.186041 2.303746 -0.178 -0.059 0.107
H -1.663237 0.186741 -0.931154 -0.868 0.064 0.028
H -3.391637 0.611841 -0.030954 -0.282 -0.072 -0.408
H -4.021437 -0.926859 1.852546 -0.173 -0.014 -0.113
H -2.889937 -2.941259 3.330646 -0.045 -0.008 0.086
H -0.641737 -4.026159 3.317846 -0.001 0.087 -0.072
H 0.354763 -2.658359 3.852546 -0.081 -0.045 -0.071
H 0.615763 -3.368759 2.249646 -0.078 -0.006 -0.029
```
Forces are in eV/Å.

Atom charges from the natural (NBO) analysis, given in e for atoms 1 to 2:
1. Os 0.944
2. O -0.469

***

Entry 4:
Density functional theory data (ωB97M-V/def2-TZVPD) for a structure of composition C14H16Cl2N2RhS3Si.

Values from the calculation:
Kohn-Sham gap (alpha / beta): 8.40 / 5.29 eV
highest occupied orbital energy (alpha / beta): -11.69 / -11.69 eV
maximum force: 0.0153 hartree/bohr
molecular weight: 510.4 g/mol
expectation value of S²: 6.058
spin multiplicity: 5
net charge: +1

```
39
Properties=species:S:1:pos:R:3:forces:R:3
Rh -0.555089 -0.269304 0.526937 -0.220 0.515 0.232
Cl 2.031863 -0.680092 0.429948 0.090 -0.033 0.090
C 2.149661 -0.314681 2.174561 0.023 -0.005 -0.027
Cl 0.550132 -0.459264 2.944913 0.073 -0.041 -0.010
H 2.490952 0.708046 2.282977 -0.012 -0.019 -0.004
H 2.817951 -1.037244 2.627709 -0.008 0.029 0.000
S -6.653461 -4.298009 -0.557961 -0.075 -0.158 -0.117
C -5.297406 -3.434873 -0.317078 0.062 0.188 -0.015
S -3.729418 -4.184358 -0.257337 -0.026 -0.267 0.004
C -2.989267 -2.655943 -0.060438 -0.158 0.687 0.017
N -3.865397 -1.645522 -0.023804 0.223 -0.159 0.121
N -5.110031 -2.055965 -0.157490 -0.097 0.032 0.036
C -6.109829 -1.016369 -0.138542 0.012 -0.171 -0.074
C -7.456085 -1.297903 0.063885 -0.084 0.083 0.136
C -8.365223 -0.251980 0.072367 -0.022 -0.053 0.004
C -7.945891 1.054049 -0.117397 0.051 0.015 -0.017
C -6.596570 1.321755 -0.313266 -0.002 -0.004 0.014
C -5.672679 0.295263 -0.322628 -0.002 0.061 -0.090
S -1.328068 -2.445274 0.025484 0.221 -0.724 -0.209
H -7.802756 -2.301291 0.232318 0.002 0.069 0.034
H -9.411285 -0.470424 0.236396 -0.002 0.004 0.003
H -8.664451 1.861686 -0.110787 -0.008 0.010 0.001
H -6.257220 2.337179 -0.463446 -0.005 0.006 -0.003
H -4.627769 0.506588 -0.483627 0.016 -0.007 -0.002
C -2.437459 4.984367 -1.276127 -0.063 -0.050 -0.059
Si -1.007056 4.719299 -0.119002 0.000 -0.080 0.006
C 0.574670 5.396932 -0.812074 0.063 0.061 -0.019
C -1.360620 5.423381 1.561760 0.003 0.004 0.108
C -0.840397 2.874544 0.081372 -0.090 0.000 0.007
C -0.794219 1.660078 0.245490 0.043 -0.048 -0.145
H -2.630812 6.049972 -1.409320 -0.002 0.022 0.001
H -3.342055 4.522105 -0.878013 -0.028 0.015 -0.010
H -2.236690 4.551071 -2.256440 -0.010 -0.003 -0.023
H 0.466776 6.473586 -0.962444 0.038 0.011 -0.006
H 0.828189 4.948092 -1.772299 -0.002 -0.023 -0.017
H 1.408043 5.237550 -0.126478 0.017 -0.002 -0.008
H -1.555468 6.495075 1.502016 0.001 0.035 -0.013
H -0.512066 5.274927 2.231039 -0.002 -0.002 0.033
H -2.232762 4.945407 2.009000 -0.019 0.002 0.021
```
Forces are in eV/Å.

Atom charges from the natural (NBO) analysis, given in e for atoms 1 to 2:
1. Rh 0.869
2. Cl 0.049

***

Entry 5:
Density functional theory data (ωB97M-V/def2-TZVPD) for an isolated molecule of C14H16ClNO4S.

Values from the calculation:
energy relative to the best compared isomer or geometry (same formula, charge and spin): 0.0 kcal/mol
Kohn-Sham gap: 8.68 eV
highest occupied orbital energy: -8.44 eV
maximum force: 0.0122 hartree/bohr
molecular weight: 329.8 g/mol
spin multiplicity: 1

```
37
Properties=species:S:1:pos:R:3:forces:R:3
C 5.791456 1.407111 -0.948407 -0.548 -0.029 0.299
H 5.501803 1.052811 -1.933132 0.094 -0.042 -0.091
H 6.352242 0.654457 -0.402346 0.116 -0.052 -0.052
H 6.386085 2.310340 -1.043665 0.035 0.035 -0.010
S 4.319220 1.895032 -0.003905 0.222 0.152 -0.080
C 3.382486 0.410351 0.119627 0.178 0.018 -0.064
C 2.172742 0.498993 0.802400 0.109 -0.130 -0.102
C 1.362325 -0.614969 0.966566 0.195 -0.138 -0.118
C 1.764421 -1.837274 0.419676 0.110 0.304 0.061
C 2.964437 -1.923822 -0.268254 -0.203 -0.084 0.098
C 3.774640 -0.813300 -0.413173 -0.103 0.150 0.087
H 4.705461 -0.916524 -0.946199 0.087 0.011 -0.052
H 3.264066 -2.869324 -0.691479 -0.008 -0.105 -0.037
Cl 0.767622 -3.234016 0.546073 -0.029 -0.360 -0.131
C 0.094075 -0.491335 1.732547 -0.119 -0.398 0.286
O -0.369285 -1.337274 2.454805 0.164 0.218 -0.025
O -0.485211 0.691522 1.500240 0.054 0.291 -0.296
C -1.710344 0.989559 2.165818 -0.414 0.123 0.404
H -2.015640 0.142023 2.788627 0.052 0.153 -0.125
H -1.539277 1.867779 2.794869 -0.076 -0.171 -0.164
C -2.782436 1.372750 1.137956 0.310 -0.136 0.345
O -3.199056 2.512874 1.084759 0.037 0.384 0.118
N -3.234422 0.397960 0.324139 -0.278 -0.161 -0.247
C -2.800124 -0.979441 0.250194 0.361 -0.238 -0.240
H -2.212907 -1.276865 1.113978 -0.037 0.021 0.029
H -3.695580 -1.610836 0.209894 0.099 0.006 0.040
C -2.005136 -1.174188 -1.047496 -0.009 -0.223 0.337
O -2.791017 -0.834966 -2.165976 -0.046 -0.081 -0.144
C -3.240361 0.500623 -2.095481 -0.269 0.202 0.130
H -3.852291 0.662211 -2.983831 0.037 0.075 0.053
C -4.054053 0.752195 -0.820642 0.067 0.222 -0.361
H -4.329726 1.803383 -0.736339 -0.029 -0.133 -0.037
H -4.953380 0.128901 -0.821523 0.019 0.046 -0.015
H -2.380332 1.187452 -2.113701 -0.074 -0.028 -0.010
H -1.720734 -2.219465 -1.175713 0.038 0.064 0.060
H -1.097093 -0.550500 -1.018834 -0.050 -0.057 0.013
H 1.865318 1.445766 1.217945 -0.094 0.093 0.041
```
Forces are in eV/Å.

Atom charges from the natural (NBO) analysis, given in e for atoms 1 to 2:
1. C -0.743
2. H 0.221

***

Entry 6:
Density functional theory data (ωB97M-V/def2-TZVPD) for a structure of composition C14H16ClNOs in a non-equilibrium geometry.

Values from the calculation:
energy relative to the best compared isomer or geometry (same formula, charge and spin): 10.7 kcal/mol
Kohn-Sham gap (alpha / beta): 4.40 / 7.04 eV
highest occupied orbital energy (alpha / beta): -4.10 / -8.15 eV
maximum force: 0.0702 hartree/bohr
molecular weight: 424.0 g/mol
expectation value of S²: 6.034
spin multiplicity: 5

```
33
Properties=species:S:1:pos:R:3:forces:R:3
C 1.239247 -0.609812 -1.827893 1.514 -1.189 -0.689
C 0.868895 -1.665374 -0.930778 1.210 -0.751 -0.882
C 1.460877 -1.398517 0.341950 0.814 -0.230 0.001
C 2.228425 -0.210053 0.224166 2.903 -0.839 0.551
C 2.096212 0.289956 -1.104168 0.064 0.063 -0.286
Os 0.063381 0.225920 -0.214665 -1.438 2.329 1.245
N -0.885634 1.771500 -1.096286 -0.132 -1.284 -1.052
C -1.929196 0.348835 -0.871885 -3.214 1.045 -1.273
C -1.599106 -0.795966 0.006438 -2.333 -0.929 0.106
H 1.389640 -2.026639 1.231995 -0.143 0.347 -0.349
H 0.252767 -2.525073 -1.172946 0.099 0.322 0.041
H 2.817668 0.235960 1.024921 -0.305 -0.197 -0.406
H 2.548477 1.199625 -1.494135 -0.162 -0.304 0.096
H 0.955658 -0.526486 -2.873706 0.010 -0.019 0.310
H -1.682703 -1.748623 -0.501839 0.011 -0.152 0.281
H -2.786113 0.875848 -0.438842 0.311 0.268 -0.243
H -0.710772 1.742164 -2.120314 -0.345 0.186 0.604
H -2.110443 -0.743394 0.971766 0.339 -0.282 -0.117
H -2.150436 0.036445 -1.895602 0.094 0.176 0.136
Cl 2.462377 0.974119 3.618510 0.524 0.101 0.046
C 0.763589 0.869960 3.862947 -1.409 -0.277 0.158
C 0.286627 0.597060 5.140642 -0.339 -0.068 -0.221
C -1.094663 0.445271 5.358025 0.493 0.019 0.089
C -1.976428 0.559205 4.289723 -0.089 0.044 -0.343
C -1.507896 0.876071 3.017628 0.162 -0.078 0.513
C -0.133022 1.070294 2.775592 0.518 0.254 -0.302
C 0.322601 1.540739 1.455192 0.805 1.431 1.845
H 0.991631 0.502207 5.963406 -0.139 -0.008 -0.153
H -1.459818 0.240235 6.363292 0.088 0.014 -0.254
H -3.046139 0.412090 4.434726 0.228 0.062 0.061
H -2.209424 1.000816 2.191668 0.165 0.087 0.231
H -0.320562 2.341443 1.079442 0.010 -0.168 0.096
H 1.352502 1.913501 1.474979 -0.312 0.028 0.160
```
Forces are in eV/Å.

Atom charges from the Löwdin analysis, given in e for atoms 1 to 2:
1. C -0.225
2. C -0.226